(1)
# C4H8O2

An isolated molecule of C4H8O2 (ωB97M-V/def2-TZVPD, OMol25).

Structure (ORCA input):
```
! wB97M-V def2-TZVPD RIJCOSX def2/J DEFGRID3
* xyz 0 1
C -1.76 -0.17 0.28
C -0.56 -0.67 0.65
C 0.48 -1.10 -0.37
O 1.66 -0.34 -0.33
C 1.31 1.03 -0.30
O 0.37 1.30 0.69
H -2.52 0.07 1.01
H -2.04 -0.17 -0.77
H -0.28 -0.79 1.69
H 0.76 -2.14 -0.16
H 0.02 -1.05 -1.38
H 2.24 1.57 -0.09
H 0.92 1.33 -1.29
H -0.60 1.14 0.37
*
```

Output
ΔE to the lowest compared entry with this formula, charge and spin	289.0	kJ/mol
E_HOMO	-9.3	eV
E_LUMO	1.0	eV


(2)
# C3H7NS

An isolated molecule of C3H7NS (ωB97M-V/def2-TZVPD, OMol25).

Structure (ORCA input):
```
! wB97M-V def2-TZVPD RIJCOSX def2/J DEFGRID3
* xyz 0 1
C -1.20 -0.33 1.87
C 0.27 -0.11 1.41
C 0.60 -0.94 0.25
N 0.53 -0.79 -1.05
S 0.07 0.95 -1.33
H -1.48 -1.35 2.52
H -2.03 -0.13 1.14
H -1.43 0.58 2.64
H 0.94 -0.40 2.27
H 0.36 0.91 1.17
H 0.84 -1.96 0.29
H -0.08 1.04 -2.66
*
```

Output
ΔE to the lowest compared entry with this formula, charge and spin	192.8	kJ/mol
E_HOMO	-8.9	eV
E_LUMO	0.8	eV


(3)
# C7H10

An isolated molecule of C7H10 (ωB97M-V/def2-TZVPD, OMol25).

Structure (ORCA input):
```
! wB97M-V def2-TZVPD RIJCOSX def2/J DEFGRID3
* xyz 0 1
C -0.49 0.35 1.88
C -0.21 1.50 1.26
C -0.11 1.33 -0.24
C -0.02 -0.20 -0.37
C -0.61 -0.80 0.90
C 1.25 -0.77 -0.95
C -0.06 -0.92 -1.68
H -0.64 0.23 2.95
H -0.06 2.46 1.76
H -0.99 1.75 -0.75
H 0.77 1.81 -0.67
H -1.67 -1.10 0.76
H -0.07 -1.70 1.22
H 1.98 -0.06 -1.32
H 1.67 -1.65 -0.48
H -0.51 -1.91 -1.70
H -0.22 -0.33 -2.58
*
```

Output
ΔE to the lowest compared entry with this formula, charge and spin	113.7	kJ/mol
E_HOMO	-9.1	eV
E_LUMO	1.2	eV